Density functional theory data (wB97M-V/def2-TZVPD) for an isolated molecule of C5H13N.

Structure (ORCA input):
```
! RIJCOSX wB97M-V def2-TZVPD def2/J DEFGRID3
* xyz 0 1
C 1.4829 -0.8699 2.1530
C 1.4334 -0.4230 0.7019
N 0.0826 -0.3269 0.2045
C -1.6456 1.3162 -0.2483
C -0.4380 0.5640 -0.8168
C -0.8718 -0.2335 -2.0580
H 2.5227 -0.8714 2.4263
H 0.9086 -1.7820 2.2812
H 0.9284 -0.1513 2.7538
H 1.9322 0.5420 0.6218
H 1.9819 -1.1425 0.0761
H -0.6012 -0.9411 0.6158
H -1.3029 2.1077 0.4085
H -2.1854 1.7909 -1.0749
H -2.2781 0.6081 0.2851
H 0.3896 1.2400 -0.9963
H -0.8495 0.3864 -2.9542
H -0.2985 -1.1458 -2.1545
H -1.9434 -0.3942 -1.9580
*
```

Results
- E_tot (eV) = -6885.33708
- relative energy (zero: lowest compared OMol25 entry of this formula, charge and spin) (kJ/mol) = 83.0
- structure (SMILES) = CCNC(C)C
- lowest unoccupied orbital energy (eV) = 1.17

Density functional theory data (wB97M-V/def2-TZVPD) for a structure of composition C3H7N3O.

Structure (ORCA input):
```
! RIJCOSX wB97M-V def2-TZVPD def2/J DEFGRID3
* xyz 0 1
C -0.9169 -1.5321 -0.3607
N -0.8119 -0.1136 -0.0907
C 0.9818 0.6743 -1.3483
O 1.6767 0.0012 -0.3497
N 0.8283 1.7888 -0.5122
C 1.1066 0.9111 0.5921
N -0.1610 0.3701 1.0742
H 0.0466 -2.0144 -0.1781
H -1.1490 -1.6758 -1.4251
H -1.7017 -2.0138 0.2348
H -1.6674 0.3923 -0.2542
H -0.0289 2.3310 -0.5233
H 1.7828 1.2485 1.3874
H 0.0139 -0.3677 1.7539
*
```

Results
- E_tot (eV) = -9738.16430
- relative energy (zero: lowest compared OMol25 entry of this formula, charge and spin) (kJ/mol) = 469.8
- lowest unoccupied orbital energy (eV) = 0.97

Density functional theory data (wB97M-V/def2-TZVPD) for a cluster of 8 separate species, C54H45BBrIO17Si in total.

Structure (ORCA input):
```
! RIJCOSX wB97M-V def2-TZVPD def2/J DEFGRID3
* xyz 0 1
C 0.2289 4.1078 0.4089
C 0.6788 3.4164 -0.9088
O -0.3745 3.6169 -1.8728
B -0.1094 2.9897 -3.0898
O 0.5343 3.7531 -4.0649
Si -0.6367 1.1150 -3.5147
Br 0.7173 -0.3880 -2.4275
C -0.6497 0.7249 -5.3815
C 0.6872 0.8940 -6.1596
O 0.6611 0.8125 -7.3553
I 2.6211 1.2229 -5.2535
C -2.4009 0.7005 -2.8873
C -2.9764 1.7755 -1.9526
C -2.9545 1.5315 -0.5561
C -3.4449 2.5441 0.3017
C -3.9493 3.7684 -0.2050
C -4.0013 4.0246 -1.6333
C -4.5180 5.3200 -2.3337
C -3.4985 2.9870 -2.4825
H 0.8273 3.7080 1.2564
H 0.2659 5.2118 0.3217
H -0.8376 3.8533 0.5941
H 1.6527 3.8389 -1.2314
H 0.8095 2.3314 -0.6958
H 0.3805 4.6792 -3.8017
H -1.4224 1.3863 -5.8324
H -0.9830 -0.3296 -5.5055
H -2.4536 -0.3240 -2.4632
H -3.0515 0.6795 -3.7973
H -2.5395 0.6071 -0.1286
H -3.4156 2.3788 1.3893
H -4.2925 4.5394 0.5206
H -4.9404 5.0242 -3.3076
H -3.6749 6.0156 -2.5405
H -5.2550 5.7952 -1.6689
H -3.4894 3.0885 -3.5793
C -2.6617 -2.7495 1.3522
C -3.1557 -3.9514 1.0656
C -2.5932 -4.7712 -0.0353
O -3.0449 -5.8662 -0.2970
C -1.4605 -4.2008 -0.8016
C -0.9673 -2.9981 -0.5149
C -1.5284 -2.1808 0.5844
O -1.0760 -1.0839 0.8496
H -3.0585 -2.1359 2.1516
H -3.9822 -4.3839 1.6154
H -1.0616 -4.8129 -1.6004
H -0.1406 -2.5664 -1.0663
C -8.5741 1.0715 -5.3386
C -7.5909 1.9674 -5.3872
C -6.9761 2.5003 -4.1487
O -6.0810 3.3181 -4.1875
C -7.4944 1.9977 -2.8548
C -8.4776 1.1016 -2.8060
C -9.0940 0.5679 -4.0440
O -9.9885 -0.2498 -4.0008
H -9.0368 0.6708 -6.2316
H -7.1981 2.3459 -6.3225
H -7.0296 2.3990 -1.9621
H -8.8698 0.7230 -1.8706
C -5.8039 7.4989 2.4376
C -6.4413 7.6373 3.5979
C -7.5011 6.6864 4.0112
O -8.0836 6.8123 5.0668
C -7.8218 5.5752 3.0831
C -7.1840 5.4377 1.9229
C -6.1255 6.3886 1.5112
O -5.5422 6.2610 0.4531
H -5.0280 8.1830 2.1180
H -6.2197 8.4416 4.2878
H -8.5974 4.8905 3.4019
H -7.4047 4.6334 1.2323
C 3.5089 -1.3451 0.6960
C 2.5960 -2.0809 0.0676
C 2.9099 -3.4449 -0.4205
O 2.0767 -4.1148 -0.9965
C 4.2792 -3.9583 -0.1788
C 5.1927 -3.2215 0.4513
C 4.8768 -1.8581 0.9371
O 5.7110 -1.1857 1.5130
H 3.2959 -0.3466 1.0570
H 1.5927 -1.7194 -0.1142
H 4.4913 -4.9573 -0.5409
H 6.1990 -3.5814 0.6374
C 10.0673 -1.9426 0.2612
C 8.9514 -2.6488 0.4252
C 8.9851 -4.0143 1.0006
O 7.9680 -4.6659 1.1514
C 10.3055 -4.5619 1.3874
C 11.4215 -3.8559 1.2234
C 11.3896 -2.4900 0.6479
O 12.4054 -1.8456 0.5001
H 10.0634 -0.9443 -0.1575
H 7.9788 -2.2626 0.1497
H 10.3086 -5.5602 1.8064
H 12.3952 -4.2402 1.4995
C 5.4825 -6.8219 2.2881
C 4.7968 -6.6520 3.4169
C 3.7163 -7.5874 3.8091
O 3.0898 -7.4320 4.8364
C 3.4289 -8.7206 2.8971
C 4.1137 -8.8909 1.7686
C 5.1945 -7.9549 1.3765
O 5.8200 -8.1105 0.3483
H 6.2750 -6.1485 1.9842
H 4.9932 -5.8308 4.0950
H 2.6369 -9.3934 3.2006
H 3.9170 -9.7117 1.0903
C 1.6027 0.8775 4.2437
C 2.2757 0.4801 5.3212
C 3.7575 0.5183 5.3598
O 4.3713 0.1544 6.3402
C 4.4600 1.0174 4.1533
C 3.7865 1.4149 3.0765
C 2.3057 1.3763 3.0386
O 1.6894 1.7391 2.0565
H 0.5212 0.8560 4.1955
H 1.7797 0.1134 6.2109
H 5.5412 1.0382 4.1994
H 4.2831 1.7809 2.1864
*
```

Results
- E_tot (eV) = -178227.73287
- structure (SMILES) = CCOB(O)[Si@](Br)(CC(=O)I)Cc1cccc(C)c1.O=C1C=CC(=O)C=C1.O=C1C=CC(=O)C=C1.O=C1C=CC(=O)C=C1.O=C1C=CC(=O)C=C1.O=C1C=CC(=O)C=C1.O=C1C=CC(=O)C=C1.O=C1C=CC(=O)C=C1
- lowest unoccupied orbital energy (eV) = -1.81

Density functional theory data (wB97M-V/def2-TZVPD) for a structure of composition C7H14O5SYb.

Structure (ORCA input):
```
! RIJCOSX wB97M-V def2-TZVPD def2/J DEFGRID3
* xyz 2 1
C -1.0528 -2.0269 -1.2697
C -1.4227 -0.6018 -1.7510
C -0.3580 0.5217 -1.6686
C 0.8275 0.1506 -0.8383
O 1.9922 0.9806 -0.9359
S 3.0312 0.1680 -0.0175
O 3.8919 1.0499 0.6419
O 3.4115 -1.0007 -0.8140
O 1.9788 -0.5399 0.9576
C 0.6483 0.0162 0.6786
O 0.4619 1.2474 1.1742
C -0.2848 1.3684 2.4292
C -1.7636 1.4923 2.1577
H -1.5754 -2.7673 -1.8767
H -0.0089 -2.2520 -1.3777
H -1.3563 -2.2218 -0.2412
H -1.7298 -0.6726 -2.7901
H -2.3058 -0.3121 -1.1896
H -0.0251 0.8372 -2.6553
H -0.8007 1.4098 -1.2188
H 1.3554 -0.7119 -1.2700
H -0.1351 -0.6621 1.0249
H 0.1290 2.2599 2.8848
H -0.0501 0.4982 3.0428
H -2.0252 2.5084 1.8734
H -2.3426 1.2334 3.0404
H -2.0681 0.8441 1.3327
Yb 1.5776 -2.8171 -1.3235
*
```

Results
- E_tot (eV) = -60067.96121
- relative energy (zero: lowest compared OMol25 entry of this formula, charge and spin) (kJ/mol) = 0.0
- lowest unoccupied orbital energy (eV) = -9.40

Density functional theory data (wB97M-V/def2-TZVPD) for a structure of composition C34H34HgN12O2.

Structure (ORCA input):
```
! RIJCOSX wB97M-V def2-TZVPD def2/J DEFGRID3
* xyz -1 2
Hg 0.0399 0.3615 0.2247
C -2.5924 -2.5560 3.3024
C -1.9873 -1.3948 2.7776
N -0.8278 -1.4009 2.1799
C -0.1432 -2.5682 2.0767
C -0.6745 -3.7963 2.5565
C -1.9416 -3.7467 3.1806
C 0.0518 -4.9969 2.4065
C 1.2843 -4.9505 1.8112
C 1.8417 -3.7485 1.3533
C 1.1632 -2.5311 1.4488
N 1.6049 -1.3597 0.9182
C 2.9499 -1.0913 0.8341
C 3.8986 -1.6037 1.7136
C 5.2607 -1.2715 1.6240
C 5.7294 -0.4193 0.6626
C 4.8100 0.1532 -0.2445
C 5.1988 1.0627 -1.2543
C 4.2637 1.5898 -2.0948
C 2.9110 1.2362 -1.9102
N 2.5171 0.4048 -0.9813
C 3.4320 -0.1677 -0.1651
H -3.5602 -2.4925 3.7841
H -2.4897 -0.4362 2.8529
H -2.3796 -4.6626 3.5632
H -0.3690 -5.9311 2.7604
H 1.8452 -5.8699 1.6831
H 2.8190 -3.7566 0.8908
H 3.5635 -2.2666 2.5019
H 5.9520 -1.7011 2.3417
H 6.7820 -0.1677 0.5964
H 6.2430 1.3435 -1.3345
H 4.5345 2.2885 -2.8781
H 2.1350 1.6682 -2.5372
C -5.5208 1.5824 -0.1687
O -5.3108 0.1702 -0.0714
C -4.0397 -0.2452 -0.3289
O -3.1362 0.5008 -0.6225
N -4.0025 -1.5956 -0.2103
N -2.8172 -2.2663 -0.4391
H -6.5176 1.7264 -0.5788
H -4.7735 2.0388 -0.8125
H -5.4591 2.0342 0.8214
H -4.8567 -2.0810 -0.0306
H -2.7509 -2.6189 -1.3817
H -2.6905 -3.0069 0.2307
N 0.5456 -2.6396 -1.8087
C 0.0485 -1.6679 -2.6377
N -0.1591 -2.0534 -3.9071
C -0.6016 -1.0598 -4.6984
N -0.8065 -1.4033 -6.0207
N -0.8256 0.1849 -4.3566
C -0.5922 0.4885 -3.0365
N -0.1742 -0.4654 -2.1320
C -0.7178 1.8382 -2.6241
C -1.0066 2.8765 -3.5611
C -1.0760 4.1732 -3.1353
C -0.8797 4.4697 -1.7679
C -0.6116 3.4171 -0.9119
N -0.5207 2.1482 -1.3044
H 1.0263 -3.3814 -2.2855
H 1.0037 -2.2801 -0.9888
H -0.9263 -2.3875 -6.1867
H -1.4066 -0.7778 -6.5293
H -1.1446 2.6007 -4.5965
H -1.2746 4.9707 -3.8430
H -0.9305 5.4811 -1.3863
H -0.4607 3.5997 0.1518
C 2.4671 2.1982 1.9064
C 1.0722 2.6091 2.2539
C 0.6918 3.6634 3.0611
C -0.7302 3.6662 3.0809
C -1.1390 2.6101 2.2890
C -2.5482 2.2407 1.9435
N -0.0400 1.9544 1.7896
H 3.1711 2.8769 2.3869
H 2.6452 2.2372 0.8285
H 2.6932 1.1823 2.2453
H 1.3619 4.3525 3.5604
H -1.3826 4.3601 3.5981
H -3.2181 3.0459 2.2514
H -2.8809 1.3275 2.4494
H -2.6629 2.0833 0.8695
*
```

Results
- E_tot (eV) = -61964.11109
- relative energy (zero: lowest compared OMol25 entry of this formula, charge and spin) (kJ/mol) = 68.8
- expectation value of S² = 0.77
- lowest unoccupied orbital energy (alpha / beta) (eV) = 2.50 / 2.50

Density functional theory data (wB97M-V/def2-TZVPD) for a structure of composition C14H37AsN3O2SSi2Tl.

Structure (ORCA input):
```
! RIJCOSX wB97M-V def2-TZVPD def2/J DEFGRID3
* xyz 2 1
Tl -0.0105 -0.2817 -0.4125
C -1.3291 -1.0462 2.9496
C -1.7468 -2.2145 2.0463
N -1.9530 -1.8005 0.6593
C -3.2488 -1.2019 0.3471
C -3.4803 0.2207 0.8551
S -2.1729 1.4717 0.4961
C -1.5897 1.9369 2.1655
C -0.3700 1.1853 2.7187
N -0.2983 -0.2170 2.3259
H -2.1905 -0.4153 3.1602
H -0.9992 -1.4707 3.9039
H -0.9481 -2.9585 2.0470
H -2.6455 -2.6775 2.4772
H -1.8430 -2.6233 0.0733
H -3.3336 -1.1896 -0.7405
H -4.0749 -1.8059 0.7497
H -4.3691 0.6079 0.3570
H -3.6582 0.2436 1.9254
H -1.3333 2.9922 2.0795
H -2.4582 1.8585 2.8170
H 0.5425 1.6587 2.3581
H -0.4129 1.2877 3.8121
H 0.6259 -0.5695 2.5588
N 4.0122 3.2679 -1.5712
C 3.7517 2.7534 -0.2286
C 2.5889 1.7800 -0.3461
O 2.0356 1.2452 0.5917
O 2.2183 1.5569 -1.5922
H 3.6026 4.1858 -1.7086
H 2.8486 2.1420 -2.1343
H 5.0010 3.3344 -1.7790
H 3.5092 3.5162 0.5201
H 4.6149 2.1961 0.1469
C 1.5735 -2.8357 -5.6667
Si 1.7463 -1.1770 -4.7425
C 3.0902 -1.1985 -3.3814
C 2.0207 0.2454 -5.9745
As -0.3397 -1.1292 -3.5059
Si -1.7090 0.6269 -4.5231
C -3.1777 0.7921 -3.3202
C -2.1894 -0.2691 -6.1403
C -0.8706 2.3088 -4.8119
H 2.4266 -3.0002 -6.3195
H 0.6780 -2.8498 -6.2857
H 1.5165 -3.6723 -4.9740
H 3.7635 -2.0413 -3.5053
H 2.6498 -1.2613 -2.3866
H 3.6919 -0.2968 -3.4247
H 2.9423 0.0784 -6.5241
H 2.1066 1.2139 -5.4912
H 1.2195 0.2954 -6.7056
H -3.6768 -0.1638 -3.1816
H -3.9169 1.4877 -3.7043
H -2.8623 1.1621 -2.3460
H -2.5468 -1.2777 -5.9357
H -1.3423 -0.3391 -6.8185
H -2.9814 0.2519 -6.6716
H -0.6445 2.8079 -3.8746
H -1.5432 2.9558 -5.3669
H 0.0441 2.2338 -5.3891
*
```

Results
- E_tot (eV) = -115794.19609
- relative energy (zero: lowest compared OMol25 entry of this formula, charge and spin) (kJ/mol) = 71.9
- lowest unoccupied orbital energy (alpha / beta) (eV) = -8.31 / -8.31

Question: Which of these has the lowest E_tot?
Answer: C54H45BBrIO17Si

Question: Which formula does entry 2 have?
Answer: C3H7N3O

Question: What is the formula in the fifth record?
Answer: C34H34HgN12O2